1.
{
  "formula": "C4H5O",
  "method": "ωB97M-V/def2-TZVPD",
  "species": ["C", "C", "C", "C", "O", "H", "H", "H", "H", "H"],
  "positions_angstrom": [[0.4344, 1.1041, -0.1097], [1.0457, -0.0893, 0.1370], [-0.9929, 0.8048, -0.0181], [-0.0655, -1.1764, -0.0537], [-1.2615, -0.4118, -0.0132], [0.8837, 2.0469, -0.2571], [2.1705, -0.2691, 0.3256], [-1.9170, 1.4799, 0.2106], [0.0040, -1.5552, -1.0657], [-0.3013, -1.9339, 0.8443]],
  "forces_ev_per_a": [[-4.577, 2.308, 0.324], [3.702, -5.747, 0.722], [-1.225, 6.032, 0.327], [1.298, -1.432, 2.201], [-0.900, -1.599, 0.177], [0.239, 0.964, -0.281], [-2.260, 0.196, -0.254], [2.153, -0.883, -0.904], [0.059, -0.951, 0.026], [1.510, 1.112, -2.338]],
  "de_lowest_kcal_mol": 0.0,
  "total_charge": 1,
  "homo_lumo_gap_ev": [8.60, 8.87],
  "multiplicity": 3,
  "e_homo_ha": [-0.4762, -0.6744]
}

=====

2.
{
  "formula": "C4H5O2S",
  "method": "ωB97M-V/def2-TZVPD",
  "species": ["C", "C", "C", "C", "O", "O", "S", "H", "H", "H", "H", "H"],
  "positions_angstrom": [[1.0366, -0.1531, 1.9738], [-1.4052, 0.1692, -0.6308], [-0.1395, 0.9471, -0.8817], [-0.0760, -0.3133, -0.0294], [0.7465, 0.9633, 2.2331], [1.6465, -1.1423, 2.0316], [0.7661, -1.6493, -0.9162], [-2.0879, 0.5128, 0.1394], [-2.0757, -0.2095, -1.5441], [0.1138, 0.9486, -1.9050], [-0.0343, 2.0600, -0.5747], [1.5090, -2.1336, 0.1040]],
  "forces_ev_per_a": [[-1.385, 1.894, -1.875], [-1.327, -0.593, -0.649], [-0.812, 2.031, 1.058], [0.445, 0.109, -0.906], [0.101, 0.104, 0.942], [0.847, -1.562, 0.706], [-0.072, -0.260, -0.030], [-0.050, 0.271, 0.037], [1.959, 0.312, 1.758], [0.671, -0.556, -1.245], [-0.118, -1.911, 0.405], [-0.259, 0.159, -0.200]],
  "de_lowest_kcal_mol": 55.4,
  "total_charge": -1,
  "homo_lumo_gap_ev": 6.82,
  "multiplicity": 1,
  "e_homo_ha": -0.1121
}

=====

3.
{
  "formula": "C4H5O2Sm",
  "method": "ωB97M-V/def2-TZVPD",
  "species": ["C", "C", "C", "C", "O", "Sm", "H", "H", "H", "H", "O", "H"],
  "positions_angstrom": [[-3.4325, -0.2275, 0.4866], [-2.1125, -0.6557, -0.0046], [-1.0650, -1.3282, 0.4323], [0.3305, -1.0753, 0.3229], [0.9165, -0.8572, -0.7550], [3.2970, -0.3641, -1.8364], [-3.5399, -0.5294, 1.5438], [-4.1928, -0.7917, -0.0856], [-1.6900, -2.2905, -0.0139], [0.8951, -0.9899, 1.2643], [-3.5587, 1.1609, 0.3250], [-4.4592, 1.4209, 0.5398]],
  "forces_ev_per_a": [[-1.220, -0.840, -0.832], [0.573, 1.643, 2.457], [-2.305, -1.977, -2.518], [0.700, 0.489, 0.127], [1.650, -0.085, -0.647], [-1.413, -0.276, 0.535], [0.273, 0.031, -0.337], [-0.091, 0.277, 0.163], [1.804, 0.918, 1.304], [-0.130, -0.255, -0.112], [0.307, 0.047, -0.153], [-0.146, 0.028, 0.014]],
  "de_lowest_kcal_mol": 19.4,
  "total_charge": 2,
  "homo_lumo_gap_ev": [3.79, 6.03],
  "multiplicity": 8,
  "e_homo_ha": [-0.5007, -0.5761]
}

=====

4.
{
  "formula": "C4H5O2Sn",
  "method": "ωB97M-V/def2-TZVPD",
  "species": ["O", "C", "C", "C", "C", "O", "Sn", "H", "H", "H", "H", "H"],
  "positions_angstrom": [[0.2611, -2.9129, -0.9660], [1.2325, -2.0878, -1.3840], [1.3840, -0.7557, -0.8161], [1.2173, -0.4110, 0.5077], [1.3504, 0.9345, 0.9034], [1.4052, 1.3564, 2.0869], [1.5323, 0.7824, 3.8158], [1.4288, -2.0036, -2.4843], [1.8711, -2.8637, -0.6850], [1.5818, 0.0472, -1.5369], [1.0414, -1.1851, 1.2590], [1.4275, 1.6906, 0.1013]],
  "forces_ev_per_a": [[-1.029, -0.295, -0.101], [0.573, -0.528, 0.600], [-0.221, 0.788, -0.028], [0.251, 0.877, 0.234], [-0.153, -1.976, -4.232], [-0.420, 2.856, -1.143], [0.388, -1.572, 4.919], [0.132, -0.924, 0.690], [0.248, 1.144, -1.513], [0.166, -0.272, 0.308], [0.017, 0.174, -0.133], [0.048, -0.272, 0.400]],
  "de_lowest_kcal_mol": 33.7,
  "homo_lumo_gap_ev": [5.45, 8.42],
  "multiplicity": 2,
  "e_homo_ha": [-0.2412, -0.3482]
}

=====

5.
{
  "formula": "C4H5O4",
  "method": "ωB97M-V/def2-TZVPD",
  "species": ["C", "C", "C", "C", "O", "O", "O", "O", "H", "H", "H", "H", "H"],
  "positions_angstrom": [[-1.3167, -0.3695, 1.9086], [0.7314, 0.7465, -0.8289], [0.6697, -0.5048, -1.1666], [-1.0395, 0.9641, 1.9370], [-0.5047, -1.2071, 2.8655], [-1.9317, -1.0905, 0.9547], [-0.2929, -1.3751, -1.0579], [-1.3741, 2.0368, 2.2696], [1.5857, 1.2946, -1.2025], [-0.2794, 1.2598, -0.6202], [1.4988, -0.9142, -1.5880], [-1.0130, -1.1808, -0.2761], [-0.0343, -1.7536, 2.1981]],
  "forces_ev_per_a": [[-0.161, -3.091, -0.097], [-2.309, 3.067, -0.096], [-0.910, -0.460, 0.441], [-0.443, -2.441, -0.243], [-0.543, 1.214, -2.202], [1.658, 1.967, 1.156], [-2.154, -0.971, 1.314], [-0.094, 2.278, 0.450], [-0.021, 0.287, 0.411], [2.023, -0.503, 0.152], [2.606, -1.398, -1.354], [0.636, -0.099, -0.680], [-0.289, 0.151, 0.749]],
  "de_lowest_kcal_mol": 97.4,
  "total_charge": -1,
  "homo_lumo_gap_ev": 6.79,
  "multiplicity": 1,
  "e_homo_ha": -0.1023
}

=====

6.
{
  "formula": "C4H5O4",
  "method": "ωB97M-V/def2-TZVPD",
  "species": ["O", "C", "O", "C", "C", "C", "O", "O", "H", "H", "H", "H", "H"],
  "positions_angstrom": [[-1.8357, -2.0019, 1.3940], [-0.9031, -1.1741, 1.3375], [0.0092, -0.9511, 2.1666], [-0.9293, -0.2663, 0.0593], [0.0576, 0.8927, 0.0768], [0.7892, 1.0753, -1.2224], [0.3604, 1.5602, -2.2379], [2.0546, 0.5768, -1.1793], [-1.9686, 0.0558, -0.0866], [-0.8001, -0.9461, -0.7820], [0.7573, 0.7008, 0.8923], [-0.4587, 1.8234, 0.2690], [2.4461, 0.6676, -2.0607]],
  "forces_ev_per_a": [[0.137, -0.019, -0.128], [-0.077, 0.344, 0.392], [-0.080, -0.103, -0.216], [-0.733, -0.532, -0.151], [0.398, 0.101, -0.113], [0.103, -0.403, 0.238], [-0.138, 0.229, -0.253], [0.146, -0.087, 0.129], [0.237, 0.181, 0.216], [0.416, -0.052, -0.147], [-0.001, -0.030, -0.063], [-0.168, 0.277, 0.085], [-0.238, 0.095, 0.011]],
  "de_lowest_kcal_mol": 0.0,
  "total_charge": -1,
  "homo_lumo_gap_ev": 7.44,
  "multiplicity": 1,
  "e_homo_ha": -0.1543,
  "smiles": "O=C([O-])CCC(=O)O"
}

=====

7.
{
  "formula": "C4H5O4",
  "method": "ωB97M-V/def2-TZVPD",
  "species": ["C", "C", "C", "C", "O", "O", "O", "O", "H", "H", "H", "H", "H"],
  "positions_angstrom": [[-0.8643, 1.7985, -0.8904], [-0.9813, 0.5671, -0.4896], [0.1288, -0.2698, 0.2917], [1.2047, -1.7869, -0.3185], [1.1056, 0.5882, 0.8341], [-0.6476, -0.9251, 1.2907], [0.7506, -2.5493, -1.1138], [2.2587, -1.7018, 0.2623], [-1.7006, 2.3290, -1.4293], [-0.1170, 2.4528, -0.5241], [-1.7949, -0.1175, -0.7289], [-1.2094, -0.3083, 1.8542], [1.8667, -0.0770, 0.9615]],
  "forces_ev_per_a": [[-2.120, 2.015, -0.660], [2.284, -3.396, 0.390], [-0.502, 0.381, -0.512], [-1.703, 2.343, 0.228], [0.393, -1.369, 0.098], [-0.810, 0.114, 1.602], [-1.379, -1.063, -1.296], [1.680, 0.690, 1.402], [0.831, -0.730, 0.460], [1.086, 0.263, 0.051], [-0.079, 0.452, -0.192], [1.242, -0.650, -1.254], [-0.924, 0.950, -0.318]],
  "de_lowest_kcal_mol": 52.9,
  "total_charge": -1,
  "homo_lumo_gap_ev": 7.75,
  "multiplicity": 1,
  "e_homo_ha": -0.1410
}

=====

8.
{
  "formula": "C4H5O4Pm",
  "method": "ωB97M-V/def2-TZVPD",
  "species": ["O", "C", "O", "O", "C", "C", "O", "C", "Pm", "H", "H", "H", "H", "H"],
  "positions_angstrom": [[-2.2554, -3.0705, -0.9567], [-1.6745, -2.1360, -1.3294], [-1.2853, -1.2413, -1.9881], [0.8423, -1.7115, -0.0097], [0.6660, -1.1052, 1.1595], [0.5586, 0.2343, 1.2352], [0.8389, 0.9408, 0.0663], [0.1473, 2.1724, -0.0992], [1.6031, -0.6293, -1.7604], [0.4060, -1.7144, 2.0339], [0.2156, 0.8081, 2.0942], [0.4720, 2.5995, -1.0539], [-0.9384, 2.0015, -0.1170], [0.4038, 2.8517, 0.7253]],
  "forces_ev_per_a": [[1.265, 1.209, 0.558], [-1.828, -1.230, -1.451], [0.961, 0.135, 0.863], [0.757, -0.262, -0.527], [-1.299, 0.785, 0.509], [-0.160, -0.798, 0.663], [0.388, -0.157, -0.806], [-0.340, 0.380, 0.185], [-0.616, -0.096, 0.493], [0.374, 0.160, -0.255], [0.384, -0.124, -0.188], [-0.071, 0.027, 0.238], [0.266, 0.065, 0.012], [-0.081, -0.094, -0.293]],
  "total_charge": 1,
  "homo_lumo_gap_ev": [6.48, 7.04],
  "multiplicity": 6,
  "e_homo_ha": [-0.4049, -0.4275]
}

=====

9.
{
  "formula": "C4H5O6Sc",
  "method": "ωB97M-V/def2-TZVPD",
  "species": ["H", "O", "C", "O", "O", "C", "O", "C", "C", "O", "O", "Sc", "H", "H", "H", "H"],
  "positions_angstrom": [[0.6039, 1.1962, -0.3555], [-1.1645, -0.7644, 1.5006], [-0.0131, -0.3000, 1.2629], [0.6853, -0.8301, 0.3416], [0.3764, 0.7691, 1.9088], [1.7336, 1.2509, 1.7904], [1.3753, 1.7670, -0.5925], [-1.7704, -0.7295, -3.1677], [1.9536, 2.1942, 0.6201], [-1.7496, -1.2702, -2.1241], [-1.7709, -0.4539, -4.2794], [-1.0960, -1.9436, -0.2211], [2.4200, 0.3954, 1.7370], [1.8967, 1.7883, 2.7303], [1.5965, 3.2001, 0.9021], [3.0373, 2.2587, 0.4512]],
  "forces_ev_per_a": [[1.047, 1.210, -0.657], [-1.920, -2.014, -1.713], [1.968, 3.449, 1.719], [-1.431, -2.289, -1.691], [-1.561, -1.964, -0.703], [1.705, 0.064, 0.175], [-1.208, -1.153, 0.239], [0.036, -0.029, -4.658], [0.066, 0.850, 0.282], [0.264, -0.440, 2.935], [-0.103, 0.379, 2.130], [1.755, 2.365, 2.175], [-0.364, 0.072, 0.055], [-0.007, -0.218, -0.226], [0.003, -0.319, -0.261], [-0.250, 0.036, 0.200]],
  "de_lowest_kcal_mol": 0.0,
  "total_charge": 2,
  "homo_lumo_gap_ev": 5.00,
  "multiplicity": 1,
  "e_homo_ha": -0.6176
}

=====

10.
{
  "formula": "C4H5O6Tb",
  "method": "ωB97M-V/def2-TZVPD",
  "species": ["H", "O", "C", "O", "O", "C", "O", "C", "C", "O", "O", "Tb", "H", "H", "H", "H"],
  "positions_angstrom": [[0.1261, -0.4448, -0.4705], [-0.6144, 1.5000, -2.2489], [-0.7402, 1.6646, -0.9889], [-1.8489, 1.5698, -0.4568], [0.3739, 1.2604, -0.3190], [0.4199, 1.1352, 1.1110], [0.0954, -1.2808, 0.8430], [-0.0714, -2.3582, -0.5357], [0.9045, -0.2669, 1.4454], [-0.0024, -1.4104, -1.4196], [-0.6916, -3.3550, -0.4846], [-1.2894, -0.3814, -3.1473], [-0.5640, 1.3115, 1.5624], [1.1489, 1.8663, 1.4797], [1.9435, -0.3929, 1.1036], [0.8101, -0.4173, 2.5263]],
  "forces_ev_per_a": [[-0.034, -1.431, 0.737], [0.224, -2.245, -4.883], [-3.193, -3.646, 4.197], [1.317, 1.327, -0.649], [0.750, -0.041, -1.002], [-0.459, 0.225, 1.165], [-1.669, -0.412, -3.293], [-2.706, 0.035, 2.670], [1.701, -0.206, 0.283], [-0.202, 2.300, -2.295], [2.410, 1.548, 0.358], [1.762, 2.516, 2.906], [0.165, 0.099, -0.376], [-0.216, -0.179, -0.034], [-0.165, 0.067, 0.395], [0.314, 0.043, -0.180]],
  "de_lowest_kcal_mol": 89.6,
  "total_charge": 2,
  "homo_lumo_gap_ev": [6.88, 6.52],
  "multiplicity": 7,
  "e_homo_ha": [-0.6729, -0.6729]
}

=====

Results for max |F|: 6.87 3.00 3.94 5.18 3.84 0.92 4.11 2.64 4.66 6.41 (in eV Å⁻¹, following the order of the records).